Computed, not measured: C5H7N3 in the gas phase in a non-equilibrium geometry, with ωB97M-V/def2-TZVPD.

The geometry in XYZ format:
```
15
Properties=species:S:1:pos:R:3
C 0.33355 0.56868 1.56009
C 0.61534 2.04386 1.45363
C 0.12659 -1.23334 -0.12394
C -0.19401 -0.80192 -1.58084
C -0.07670 0.66716 -1.08158
H -0.50786 -0.86476 2.43681
H -0.70788 -2.10755 0.18605
H 1.08809 -1.94975 0.16446
H 0.35290 -0.97597 -2.66108
H -1.34214 -0.75923 -1.60088
H 0.62340 1.17993 -1.49276
H -1.09707 1.09815 -1.20713
N -0.17407 -0.03871 2.71930
N 0.70568 3.11987 0.95536
N 0.25418 0.05359 0.27251
```

Properties
Net charge: 0
SMILES: [H]/N=C(/C#N)N1CCC1
Relative energy (zero: lowest compared OMol25 entry of this formula, charge and spin): 5.708 eV
Spin multiplicity: 1
LUMO energy: 0.0 eV
Maximum force: 9.0 eV/A

Atom charges from the Löwdin analysis, given in e for atoms 1 to 5: atom 1 (C): -0.29, atom 2 (C): -0.11, atom 3 (C): -0.27, atom 4 (C): -0.13, atom 5 (C): -0.10